C5H6O | ωB97M-V with the def2-TZVPD basis set

Results
energy	-7325.6649	eV

Geometry (Å):
C  -0.469  -0.391  -0.962
C  0.333  -0.893  0.187
C  1.044  0.130  0.988
O  0.559  1.700  -0.481
C  -0.451  1.099  -0.787
C  -0.120  -0.236  1.425
H  -1.489  -0.776  -0.957
H  -0.053  -0.586  -1.956
H  0.720  -1.899  0.209
H  1.988  0.535  1.275
H  -1.287  1.651  -1.192
H  -0.776  -0.336  2.251

=====

C5H6O | ωB97M-V with the def2-TZVPD basis set

Results
energy	-7326.1948	eV

Geometry (Å):
C  -1.182  2.142  0.067
C  -0.385  1.326  0.456
C  1.671  0.079  0.206
C  0.592  0.393  0.926
C  -0.885  -1.681  -0.783
O  -0.476  -2.814  -0.768
H  -1.835  2.919  -0.259
H  2.419  -0.598  0.602
H  1.830  0.512  -0.779
H  0.428  -0.037  1.912
H  -0.590  -0.950  -1.563
H  -1.585  -1.292  -0.017

=====

C5H6O | ωB97M-V with the def2-TZVPD basis set

Results
energy	-7326.5027	eV

Geometry (Å):
C  -0.528  -1.425  0.246
C  0.310  -0.761  -0.807
O  -0.169  0.242  -1.685
C  0.717  0.647  -0.641
C  0.132  1.536  0.357
C  -0.362  2.231  1.211
H  -1.008  -0.667  0.874
H  0.163  -2.023  0.859
H  -1.279  -2.097  -0.166
H  1.049  -1.398  -1.300
H  1.749  0.849  -0.923
H  -0.771  2.866  1.975

=====

Calculated energy above the lowest of the compared OMol25 structures with the same formula, charge and spin, 349.24, 298.11, 268.41 kJ/mol (same order as the records).
Calculated gap between HOMO and LUMO, 9.307, 10.198, 11.030 eV (same order as the records).